{
  "formula": "C4H7NO",
  "method": "ωB97M-V with the def2-TZVPD basis set",
  "species": ["C", "C", "C", "C", "O", "N", "H", "H", "H", "H", "H", "H", "H"],
  "xyz": [[0.628, -1.557, 0.681], [0.099, -0.403, -0.107], [-0.884, 0.642, 0.151], [-1.909, 1.246, -0.462], [2.105, 0.572, -0.578], [0.703, 0.494, -0.876], [2.428, 1.186, -1.258], [-0.831, 0.323, 1.249], [1.440, -1.261, 1.351], [1.023, -2.300, -0.018], [-0.172, -1.977, 1.294], [-1.768, 1.638, -1.464], [-2.862, 1.397, 0.037]],
  "forces_ev_per_a": [[-0.041, 0.596, 0.174], [2.284, 2.827, -3.547], [-3.403, -3.507, 2.788], [0.348, 0.577, 0.209], [0.041, -0.265, -1.184], [2.127, -1.641, 1.587], [-0.024, -0.198, 0.294], [-1.407, 1.493, -0.254], [0.018, 0.016, -0.098], [-0.144, 0.095, 0.132], [0.041, -0.101, -0.189], [-0.331, -0.635, -0.180], [0.490, 0.744, 0.267]],
  "mulliken_charge": [-1.12, 0.66, -0.08, -0.81, -0.43, -0.29, 0.33, 0.19, 0.31, 0.35, 0.34, 0.27, 0.27],
  "multiplicity": 1,
  "max_force_ev_per_a": 5.63,
  "orbital_gap_ev": 8.550,
  "energy_ev": -7793.46479,
  "de_lowest_kcal_mol": 142.5,
  "total_charge": 0
}

{
  "formula": "C5H10O2",
  "method": "ωB97M-V with the def2-TZVPD basis set",
  "species": ["C", "C", "C", "C", "O", "C", "H", "H", "H", "H", "H", "H", "H", "H", "H", "H", "O"],
  "xyz": [[2.095, 1.243, -1.164], [1.005, 1.162, -0.399], [-0.203, 0.402, -0.694], [-1.084, -0.104, 0.181], [-1.035, -0.076, 1.545], [-2.416, -0.660, -0.227], [2.898, 1.892, -0.840], [2.254, 0.721, -2.096], [0.991, 1.685, 0.548], [-0.574, 0.297, -1.707], [-0.098, 0.032, 1.774], [-2.502, -1.093, -1.223], [-3.187, 0.113, -0.166], [-2.738, -1.445, 0.459], [1.480, -1.286, 0.554], [1.488, -1.837, 1.990], [1.625, -1.047, 1.463]],
  "forces_ev_per_a": [[-0.028, 0.420, 0.411], [0.065, -0.388, -0.240], [-0.514, -0.287, -0.072], [-1.059, 0.099, 0.150], [0.796, 0.158, -0.478], [-0.678, -0.330, -0.052], [0.126, -0.070, -0.027], [-0.295, -0.078, -0.103], [0.142, 0.173, 0.109], [0.528, -0.013, -0.209], [0.039, -0.046, 0.269], [0.480, 0.236, -0.108], [0.119, 0.090, 0.072], [0.181, 0.043, 0.126], [-0.113, -0.191, -0.658], [-0.027, -0.205, -0.030], [0.237, 0.388, 0.838]],
  "mulliken_charge": [-0.81, 0.02, -0.59, 0.70, -0.55, -1.27, 0.26, 0.28, 0.33, 0.30, 0.33, 0.37, 0.27, 0.34, 0.35, 0.31, -0.64],
  "multiplicity": 1,
  "max_force_ev_per_a": 1.07,
  "orbital_gap_ev": 8.965,
  "energy_ev": -9441.04399,
  "de_lowest_kcal_mol": 46.1,
  "smiles": "C=C/C=C(/C)O.O",
  "total_charge": 0
}

{
  "formula": "C5H8",
  "method": "ωB97M-V with the def2-TZVPD basis set",
  "species": ["C", "C", "C", "C", "C", "H", "H", "H", "H", "H", "H", "H", "H"],
  "xyz": [[-2.166, 0.176, -0.044], [-0.938, -0.420, -0.071], [0.272, 0.050, 0.632], [1.570, -0.574, -0.109], [1.167, 0.889, -0.307], [-2.372, 1.214, 0.073], [-2.970, -0.476, -0.208], [-0.793, -1.414, -0.488], [0.173, 0.168, 1.718], [1.351, -1.360, -0.853], [2.396, -0.908, 0.572], [1.743, 1.568, 0.292], [0.567, 1.087, -1.209]],
  "forces_ev_per_a": [[2.609, -1.390, -0.444], [-1.983, 0.530, 1.160], [1.728, -0.693, -2.410], [-1.015, 0.149, 1.938], [-0.719, -1.896, 1.136], [0.123, 0.576, 0.841], [-1.276, -0.452, -0.919], [-0.755, -0.164, 0.182], [0.521, 0.137, -0.586], [-0.044, 0.814, 0.290], [-0.637, 0.950, -0.818], [0.328, 0.790, -0.762], [1.120, 0.650, 0.392]],
  "mulliken_charge": [-0.80, -0.30, 0.01, -0.65, -0.57, 0.30, 0.27, 0.26, 0.41, 0.25, 0.24, 0.29, 0.29],
  "multiplicity": 1,
  "max_force_ev_per_a": 3.04,
  "orbital_gap_ev": 10.200,
  "energy_ev": -5311.99817,
  "de_lowest_kcal_mol": 50.0,
  "smiles": "C=CC1CC1",
  "total_charge": 0
}

{
  "formula": "C20H24ClN3O2",
  "method": "ωB97M-V with the def2-TZVPD basis set",
  "species": ["C", "C", "C", "H", "C", "N", "C", "H", "C", "H", "H", "H", "H", "C", "H", "C", "N", "C", "O", "C", "C", "C", "C", "C", "C", "C", "C", "C", "C", "N", "C", "O", "H", "Cl", "H", "H", "H", "H", "H", "H", "H", "H", "H", "H", "H", "H", "H", "H", "H", "H"],
  "xyz": [[-2.122, 3.394, 4.692], [-0.891, 3.788, 3.886], [-1.160, 3.765, 2.384], [-1.540, 2.781, 2.103], [0.101, 4.095, 1.578], [1.178, 3.166, 1.857], [2.499, 3.744, 1.966], [3.191, 2.933, 2.205], [3.030, 4.518, 0.752], [2.339, 5.307, 0.464], [3.185, 3.866, -0.103], [3.982, 4.975, 1.009], [2.478, 4.427, 2.824], [1.076, 1.871, 1.242], [1.763, 1.193, 1.757], [1.363, 1.789, -0.278], [0.928, 0.528, -0.819], [1.790, -0.455, -1.157], [3.001, -0.346, -1.130], [1.124, -1.699, -1.601], [1.687, -2.852, -2.050], [0.607, -3.734, -2.348], [0.455, -5.016, -2.825], [-0.854, -5.503, -2.969], [-1.126, -6.805, -3.451], [-2.406, -7.255, -3.583], [-3.480, -6.413, -3.235], [-3.272, -5.147, -2.765], [-1.957, -4.660, -2.619], [-1.803, -3.405, -2.152], [-0.576, -2.990, -2.033], [-0.248, -1.766, -1.583], [-4.088, -4.497, -2.496], [-5.087, -7.015, -3.416], [-2.612, -8.248, -3.951], [-0.294, -7.441, -3.714], [1.303, -5.634, -3.082], [2.736, -3.038, -2.152], [-0.060, 0.323, -0.824], [0.849, 2.601, -0.801], [2.436, 1.851, -0.470], [0.059, 1.504, 1.411], [0.438, 5.091, 1.873], [-0.156, 4.134, 0.508], [-1.932, 4.497, 2.135], [-0.070, 3.102, 4.102], [-0.572, 4.791, 4.177], [-2.947, 4.073, 4.488], [-2.439, 2.385, 4.435], [-1.908, 3.425, 5.757]],
  "forces_ev_per_a": [[0.226, 0.112, -0.033], [-0.278, -0.149, -0.127], [0.399, 0.174, 0.129], [-0.101, -0.049, -0.056], [-0.292, -0.202, 0.060], [0.041, 0.063, -0.064], [0.084, 0.157, -0.043], [0.026, 0.030, 0.093], [-0.115, -0.189, 0.229], [-0.043, 0.110, -0.060], [0.034, -0.031, -0.135], [0.116, 0.087, -0.032], [0.117, -0.057, -0.006], [0.057, -0.040, -0.209], [-0.093, -0.094, -0.037], [0.116, 0.267, 0.307], [-0.316, -0.065, 0.053], [-0.203, 0.301, 0.037], [0.064, -0.216, -0.036], [0.746, -1.086, -0.407], [-0.039, 0.856, 0.324], [-0.611, -0.105, -0.022], [-0.030, 0.480, 0.181], [-0.238, 0.210, 0.086], [-0.191, -0.099, -0.032], [0.250, -0.092, -0.042], [0.156, 0.475, 0.176], [-0.186, -0.376, -0.136], [0.419, -0.367, -0.151], [0.374, 0.931, 0.338], [-0.309, -1.430, -0.526], [-0.168, 0.516, 0.192], [-0.108, 0.039, 0.018], [-0.212, -0.076, -0.023], [-0.012, -0.080, -0.030], [0.055, -0.091, -0.036], [0.073, -0.062, -0.025], [0.251, 0.073, 0.021], [0.086, -0.060, -0.051], [0.120, -0.016, 0.000], [-0.146, 0.108, -0.021], [0.036, -0.116, 0.004], [0.008, 0.050, -0.072], [0.063, 0.125, 0.027], [-0.096, -0.029, -0.050], [0.054, 0.070, 0.027], [0.103, 0.048, 0.015], [-0.139, 0.035, 0.021], [-0.079, -0.112, 0.000], [-0.070, -0.027, 0.125]],
  "mulliken_charge": [-1.34, -0.13, -0.82, 0.26, -0.95, 0.54, -0.66, 0.35, -1.00, 0.27, 0.23, 0.42, 0.37, -0.91, 0.16, -0.55, -0.07, 0.27, -0.70, 0.90, -1.61, 1.37, -0.78, 0.79, -0.74, -0.66, 0.35, -0.50, 0.14, -0.64, -0.02, -0.45, 0.51, -0.21, 0.42, 0.40, 0.44, 0.51, 0.33, 0.25, 0.31, 0.35, 0.60, 0.22, 0.45, 0.26, 0.23, 0.33, 0.34, 0.37],
  "multiplicity": 1,
  "max_force_ev_per_a": 1.56,
  "orbital_gap_ev": 7.569,
  "energy_ev": -42217.93110,
  "de_lowest_kcal_mol": 7.8,
  "smiles": "CCCCN(CC)CCNC(=O)c1cc2cc3ccc(Cl)cc3nc2o1",
  "total_charge": 0
}